Formula: C40H45BCsN11OSi
Source: the OMol25 dataset
Level of theory: the ωB97M-V functional and the def2-TZVPD basis

Computed properties:
orbital gap (spin up / spin down)	1.99 / 1.68	eV
HOMO (spin up / spin down)	1.464 / 1.804	eV
energy above the lowest of the compared OMol25 structures with the same formula, charge and spin	84.22	kcal per mole

The geometry in ORCA input format:
```
! RIJCOSX wB97M-V def2-TZVPD def2/J DEFGRID3
* xyz -2 1
Cs 0.733 -0.503 0.280
C 5.636 -1.423 0.152
C 4.422 -0.808 -0.181
N 3.711 -0.570 0.892
N 4.527 -0.934 1.996
C 5.691 -1.343 1.527
B 3.988 -0.616 3.366
N 3.524 0.901 3.541
C 2.939 1.750 2.665
C 1.998 2.576 3.331
C 2.153 2.168 4.672
N 3.079 1.175 4.769
N 2.734 -1.490 3.754
C 2.559 -2.038 5.016
C 1.365 -2.796 5.077
C 0.908 -2.750 3.714
N 1.674 -1.959 2.973
H 6.352 -1.847 -0.552
H 4.071 -0.520 -1.138
H 6.467 -1.653 2.269
H 4.787 -0.678 4.257
H 3.236 1.888 1.617
H 1.185 3.194 2.864
H 1.725 2.528 5.545
H 3.258 -1.857 5.804
H 0.988 -3.321 5.987
H -0.022 -3.193 3.246
C 1.557 -8.167 -0.434
C 1.342 -6.735 -0.595
C 2.508 -5.913 -0.974
C 2.333 -4.562 -1.278
C 1.001 -4.011 -1.296
N 0.725 -2.929 -2.059
C 0.613 -2.980 -3.373
C 0.555 -4.242 -4.093
C 0.234 -4.331 -5.374
C 0.446 -3.237 -6.302
C 0.137 -3.342 -7.788
C 0.586 -2.049 -5.612
C 0.671 -1.855 -4.208
N 0.756 -0.593 -3.749
C 0.602 0.563 -4.540
C 1.305 1.604 -3.898
C 1.741 1.026 -2.661
N 1.391 -0.207 -2.569
C -0.004 -4.736 -0.513
C 0.182 -6.096 -0.256
N -1.190 -4.056 -0.020
C -2.391 -4.536 0.293
C -3.119 -3.496 0.876
C -2.252 -2.356 0.748
N -1.126 -2.677 0.148
H 1.672 -8.667 -1.372
H 2.461 -8.356 0.161
H 0.767 -8.780 0.063
H 3.526 -6.319 -0.872
H 3.232 -3.897 -1.452
H 0.460 -5.209 -3.494
H -0.035 -5.302 -5.814
H 0.752 -2.757 -8.450
H 0.231 -4.343 -8.159
H -0.911 -2.987 -7.960
H 0.897 -1.153 -6.217
H 0.064 0.642 -5.497
H 1.332 2.634 -4.236
H 2.495 1.443 -1.978
H -0.582 -6.565 0.331
H -2.587 -5.596 0.363
H -4.056 -3.722 1.454
H -2.427 -1.257 1.133
C -1.333 5.665 4.161
C -2.122 6.218 3.063
C -2.952 7.428 3.185
O -2.114 5.329 2.026
H -0.395 5.292 3.739
H -1.738 4.761 4.597
H -1.097 6.498 4.931
H -2.893 7.953 2.234
H -2.508 8.037 3.982
H -4.062 7.335 3.324
C -1.471 3.871 -0.104
Si -2.397 5.365 0.364
C -1.613 7.147 -0.121
C -4.271 4.871 0.088
C -4.763 3.619 -0.278
C -6.116 3.371 -0.319
C -7.054 4.373 -0.186
C -6.583 5.565 0.326
C -5.220 5.866 0.397
H -0.449 3.742 0.301
H -1.368 4.004 -1.237
H -1.933 2.918 0.053
H -0.525 7.006 -0.503
H -1.637 7.883 0.687
H -2.108 7.630 -0.951
H -3.951 2.853 -0.472
H -6.546 2.305 -0.333
H -8.086 4.152 -0.362
H -7.326 6.374 0.561
H -4.951 6.793 0.925
*
```



Formula: C40H45N4O4RbSSb2
Source: the OMol25 dataset
Level of theory: the ωB97M-V functional and the def2-TZVPD basis

Computed properties:
orbital gap	5.78	eV
HOMO	-1.959	eV
energy above the lowest of the compared OMol25 structures with the same formula, charge and spin	23.66	kcal per mole

The geometry in ORCA input format:
```
! RIJCOSX wB97M-V def2-TZVPD def2/J DEFGRID3
* xyz -2 1
Rb 1.120 0.366 0.807
O 2.650 0.369 -1.672
C 3.815 0.744 -1.966
C 4.153 1.134 -3.312
C 5.394 1.597 -3.666
C 6.430 1.721 -2.727
C 6.150 1.350 -1.425
C 4.909 0.856 -1.018
C 4.779 0.538 0.405
N 3.790 -0.036 0.951
C 3.745 -0.164 2.401
C 3.187 -1.524 2.845
N 1.809 -1.759 2.420
C 0.905 -1.769 3.315
C -0.533 -2.038 3.113
C -1.218 -2.500 4.238
C -2.516 -2.976 4.202
C -3.157 -2.996 2.957
C -2.549 -2.496 1.833
C -1.232 -1.921 1.849
O -0.757 -1.348 0.830
H 3.354 1.051 -4.041
H 5.570 1.881 -4.701
H 7.405 2.097 -3.009
H 6.919 1.439 -0.661
H 5.637 0.860 1.029
H 3.074 0.607 2.804
H 4.736 -0.008 2.862
H 3.290 -1.588 3.942
H 3.811 -2.308 2.401
H 1.187 -1.635 4.374
H -0.674 -2.500 5.180
H -3.007 -3.328 5.100
H -4.166 -3.392 2.874
H -3.060 -2.480 0.877
C 0.007 -5.084 -2.748
Sb -0.209 -3.180 -1.747
C 1.894 -2.928 -1.448
C -0.160 -1.987 -3.566
C -1.527 -1.706 -4.107
C -2.302 -2.771 -4.569
C -3.595 -2.595 -5.034
C -4.145 -1.321 -5.038
C -3.383 -0.253 -4.593
C -2.073 -0.413 -4.133
C -1.302 0.801 -3.716
Sb -1.164 1.297 -1.582
C -3.307 1.306 -1.346
C -1.153 3.380 -2.085
H -0.964 -5.513 -2.993
H 0.523 -5.762 -2.066
H 0.604 -4.981 -3.656
H 2.416 -3.261 -2.348
H 2.216 -3.518 -0.590
H 2.136 -1.880 -1.268
H 0.437 -2.574 -4.269
H 0.403 -1.086 -3.330
H -1.872 -3.767 -4.549
H -4.168 -3.446 -5.380
H -5.157 -1.154 -5.388
H -3.800 0.747 -4.611
H -1.772 1.686 -4.152
H -0.273 0.758 -4.075
H -3.754 1.709 -2.257
H -3.574 1.944 -0.504
H -3.687 0.301 -1.168
H -2.007 3.585 -2.735
H -0.222 3.634 -2.589
H -1.214 3.964 -1.170
C -5.637 -0.371 3.818
C -4.329 0.344 3.630
C -3.803 0.539 2.363
C -2.577 1.164 2.184
C -1.878 1.620 3.284
C -2.393 1.450 4.565
C -3.607 0.807 4.727
S -0.288 2.374 3.160
O 0.703 1.368 3.562
O -0.339 3.534 4.041
N -0.192 2.697 1.626
C 1.010 3.236 1.175
C 1.981 3.840 2.006
C 3.170 4.262 1.454
C 3.401 4.114 0.090
C 2.393 3.533 -0.653
N 1.238 3.106 -0.143
H -5.766 -1.151 3.067
H -6.488 0.312 3.733
H -5.688 -0.841 4.802
H -4.327 0.159 1.494
H -2.141 1.261 1.202
H -1.839 1.811 5.421
H -3.993 0.638 5.727
H 1.800 3.958 3.064
H 3.926 4.701 2.097
H 4.332 4.394 -0.383
H 2.531 3.365 -1.716
*
```



Formula: C40H47LaN7O2SSi
Source: the OMol25 dataset
Level of theory: the ωB97M-V functional and the def2-TZVPD basis

Computed properties:
orbital gap (spin up / spin down)	3.59 / 3.59	eV
HOMO (spin up / spin down)	-6.134 / -6.131	eV
energy above the lowest of the compared OMol25 structures with the same formula, charge and spin	0.00	kcal per mole

The geometry in ORCA input format:
```
! RIJCOSX wB97M-V def2-TZVPD def2/J DEFGRID3
* xyz 1 1
La 13.332 15.642 13.697
N 15.149 14.166 15.069
C 14.741 13.884 16.488
C 15.548 12.705 17.061
C 15.904 12.802 18.572
C 14.686 12.932 19.576
N 14.232 11.730 20.297
C 13.375 10.797 19.851
N 12.589 10.934 18.815
N 13.267 9.618 20.533
C 13.150 13.850 16.564
O 12.511 13.175 17.392
O 12.559 14.603 15.681
H 15.283 13.279 14.534
H 16.020 14.702 15.087
H 14.993 14.801 17.154
H 16.505 12.554 16.516
H 14.922 11.832 16.843
H 16.620 13.611 18.704
H 16.525 11.908 18.773
H 13.798 13.429 19.146
H 15.000 13.628 20.402
H 14.785 11.408 21.061
H 12.594 11.822 18.249
H 11.855 10.258 18.564
H 13.774 9.312 21.369
H 12.791 8.826 20.136
N 12.517 12.611 10.409
C 12.676 11.319 10.973
C 13.196 10.254 10.158
C 13.380 8.971 10.753
C 13.013 8.811 12.095
C 12.384 9.867 12.813
C 12.274 11.134 12.295
S 11.618 12.449 13.252
N 12.546 13.783 12.493
C 12.613 13.757 11.132
C 12.924 14.985 10.483
C 13.246 15.063 9.126
C 13.510 16.275 8.517
C 13.315 17.428 9.256
C 12.828 17.265 10.568
N 12.860 16.096 11.264
H 12.534 12.594 9.409
H 13.366 10.459 9.072
H 13.739 8.111 10.236
H 13.076 7.880 12.638
H 12.028 9.687 13.839
H 13.267 14.080 8.623
H 13.825 16.271 7.462
H 13.387 18.458 8.899
H 12.438 18.130 11.128
C 8.686 16.252 18.984
C 7.846 17.248 18.486
C 8.122 17.859 17.238
C 9.147 17.371 16.382
C 9.856 16.228 16.867
C 9.722 15.721 18.147
Si 9.603 18.275 14.787
C 11.481 18.333 14.923
C 12.186 18.337 16.121
C 13.566 18.025 16.150
C 14.319 18.111 14.982
C 13.666 18.387 13.735
C 12.284 18.477 13.755
C 8.843 19.987 14.687
C 8.158 20.428 13.568
C 7.637 21.724 13.482
C 7.901 22.599 14.507
C 8.652 22.211 15.668
C 9.103 20.923 15.718
H 8.531 15.914 20.042
H 6.907 17.437 18.981
H 7.496 18.647 16.780
H 10.581 15.802 16.209
H 10.342 14.855 18.385
H 11.665 18.466 17.055
H 13.947 17.747 17.115
H 15.397 18.088 15.070
H 14.259 18.635 12.855
H 11.741 18.703 12.845
H 8.042 19.842 12.662
H 7.149 22.023 12.530
H 7.502 23.615 14.432
H 8.948 22.975 16.407
H 9.494 20.547 16.684
C 7.455 17.010 11.507
C 7.761 17.138 13.051
C 7.150 15.969 13.890
C 9.246 17.347 13.195
H 6.379 16.804 11.349
H 8.118 16.326 10.975
H 7.593 17.980 11.035
H 7.082 17.949 13.414
H 7.884 15.186 14.210
H 6.456 15.421 13.310
H 6.610 16.388 14.761
H 9.597 17.880 12.343
H 9.801 16.396 13.302
*
```